[1]
DFT (ωB97M-V/def2-TZVPD) results for a 5-piece molecular cluster, C28H51ClFNO15S4 overall in a non-equilibrium geometry.

Positions of all 101 atoms, in Å:
C -4.59 -3.59 -3.42
C -4.75 -2.27 -2.42
O -3.66 -1.27 -2.65
C -2.70 -1.56 -1.57
C -1.27 -0.77 -1.69
C -0.99 0.79 -1.16
C 0.49 1.54 -1.27
C 0.79 3.08 -0.75
C -0.43 3.75 0.12
F -0.63 3.05 1.44
C 1.79 0.70 -1.92
C 3.31 1.31 -2.04
C 4.12 1.32 -0.58
C 4.66 2.82 -0.16
Cl 3.09 0.65 0.83
C 1.47 -0.81 -2.46
C 0.01 -1.55 -2.36
C 0.18 -3.06 -2.99
O -0.66 -4.09 -3.10
N 1.62 -3.24 -3.48
C 2.39 -1.95 -3.19
O 3.65 -1.96 -3.62
H -5.39 -4.44 -3.17
H -3.54 -4.07 -3.14
H -4.65 -3.20 -4.52
H -4.65 -2.71 -1.32
H -5.82 -1.79 -2.48
H -2.44 -2.73 -1.67
H -3.18 -1.30 -0.53
H -1.87 1.42 -0.68
H 1.03 3.81 -1.66
H 1.76 3.12 -0.06
H -1.40 3.73 -0.55
H -0.16 4.87 0.41
H 3.92 0.53 -2.71
H 3.35 2.37 -2.56
H 5.10 0.63 -0.61
H 4.18 3.68 -0.83
H 4.39 3.12 0.96
H 5.83 2.86 -0.24
H 2.13 -4.08 -3.11
O 3.82 -8.68 -3.41
S 3.26 -9.09 -2.14
O 2.19 -10.06 -2.05
O 2.83 -7.75 -1.30
C 1.93 -6.83 -1.90
C 0.51 -7.37 -1.91
C 4.57 -9.62 -1.08
H 2.26 -6.57 -2.91
H 1.96 -5.92 -1.30
H 0.42 -8.25 -2.55
H -0.19 -6.61 -2.28
H 0.20 -7.67 -0.90
H 5.38 -8.88 -1.10
H 4.93 -10.58 -1.45
H 4.19 -9.74 -0.06
O -5.30 2.73 2.86
S -5.20 3.85 3.77
O -5.14 5.22 3.30
O -3.97 3.59 4.81
C -2.68 3.36 4.28
C -2.05 4.64 3.74
C -6.53 3.74 4.95
H -2.71 2.59 3.50
H -2.06 2.98 5.09
H -2.61 5.02 2.88
H -1.02 4.47 3.43
H -2.07 5.43 4.50
H -6.57 2.72 5.34
H -7.46 3.98 4.42
H -6.36 4.46 5.75
O -3.85 3.61 -1.67
S -5.00 4.41 -2.04
O -5.97 3.95 -3.01
O -4.49 5.90 -2.46
C -3.53 6.02 -3.50
C -4.15 5.76 -4.86
C -5.87 4.87 -0.56
H -2.68 5.35 -3.32
H -3.15 7.04 -3.47
H -4.48 4.72 -4.96
H -3.42 5.95 -5.66
H -5.03 6.39 -5.02
H -5.16 5.25 0.17
H -6.37 3.98 -0.17
H -6.62 5.63 -0.81
O 4.64 0.77 4.00
S 5.13 -0.59 3.87
O 4.29 -1.74 4.11
O 6.50 -0.74 4.74
C 6.45 -0.44 6.13
C 5.74 -1.52 6.92
C 5.87 -0.77 2.26
H 5.99 0.54 6.29
H 7.49 -0.37 6.48
H 4.68 -1.57 6.65
H 5.80 -1.32 7.99
H 6.17 -2.50 6.71
H 6.53 0.07 2.08
H 5.06 -0.78 1.53
H 6.41 -1.72 2.22

highest occupied orbital energy: -9.03 eV
spin multiplicity: 1
max |F|: 8.07 eV/A
total energy: -4433.1148 Eh

[2]
DFT (ωB97M-V/def2-TZVPD) results for C42H50AsAuN3SSi as an isolated structure.

Positions of all 99 atoms, in Å:
Au 0.18 0.16 0.20
S -1.24 -0.10 2.27
C -1.45 -1.81 2.56
C -1.42 -2.24 3.89
C -1.64 -3.56 4.23
C -1.90 -4.50 3.24
C -1.92 -4.10 1.92
C -1.71 -2.77 1.55
As -1.54 -2.28 -0.32
C -3.20 -1.30 -0.64
C -3.50 -0.99 -1.97
C -4.63 -0.26 -2.29
C -5.48 0.17 -1.28
C -5.21 -0.16 0.04
C -4.08 -0.91 0.36
C -2.20 -3.94 -1.15
C -1.24 -4.88 -1.53
C -1.60 -6.07 -2.13
C -2.94 -6.34 -2.37
C -3.91 -5.41 -2.00
C -3.54 -4.22 -1.39
H -1.21 -1.50 4.65
H -1.61 -3.87 5.27
H -2.08 -5.54 3.50
H -2.13 -4.83 1.15
H -2.83 -1.33 -2.75
H -4.84 -0.02 -3.32
H -6.36 0.76 -1.52
H -5.87 0.16 0.83
H -3.88 -1.17 1.39
H -0.19 -4.66 -1.35
H -0.84 -6.79 -2.42
H -3.24 -7.27 -2.84
H -4.96 -5.62 -2.19
H -4.30 -3.51 -1.10
N -3.86 6.31 -1.34
C -4.19 7.42 -2.08
C -5.01 8.51 -1.84
C -5.13 9.44 -2.86
C -4.44 9.28 -4.08
C -3.63 8.19 -4.31
C -3.50 7.24 -3.30
N -2.80 6.05 -3.28
C -3.03 5.52 -2.10
C -2.52 4.24 -1.65
C -2.69 3.78 -0.34
C -2.21 2.53 0.00
N -1.59 1.73 -0.86
C -1.42 2.17 -2.11
C -1.86 3.40 -2.55
H -4.19 6.10 -0.41
H -5.54 8.63 -0.91
H -5.77 10.30 -2.73
H -4.57 10.03 -4.85
H -3.10 8.06 -5.25
H -3.19 4.38 0.41
H -2.33 2.13 1.00
H -0.92 1.49 -2.78
H -1.72 3.73 -3.57
C 3.01 -2.56 0.13
C 3.40 -1.09 0.33
C 4.91 -0.95 0.14
C 3.08 -0.79 1.80
Si 2.29 0.05 -0.85
C 2.40 -0.69 -2.68
C 3.79 -1.18 -3.09
C 1.96 0.34 -3.72
C 1.40 -1.86 -2.81
C 3.06 1.86 -0.89
C 2.02 2.84 -1.45
C 4.37 2.02 -1.68
C 3.33 2.32 0.55
H 3.47 -3.18 0.91
H 3.34 -2.95 -0.84
H 1.92 -2.69 0.20
H 5.44 -1.66 0.80
H 5.25 0.05 0.41
H 5.23 -1.15 -0.88
H 3.68 -1.43 2.45
H 2.03 -0.98 2.02
H 3.28 0.25 2.07
H 4.53 -0.38 -3.03
H 3.77 -1.54 -4.12
H 4.13 -2.01 -2.46
H 2.64 1.19 -3.78
H 0.95 0.72 -3.50
H 1.92 -0.12 -4.72
H 1.58 -2.65 -2.08
H 1.46 -2.30 -3.82
H 0.38 -1.50 -2.66
H 1.75 2.61 -2.48
H 2.41 3.86 -1.43
H 1.11 2.81 -0.85
H 4.22 1.84 -2.74
H 5.14 1.34 -1.32
H 4.75 3.05 -1.57
H 2.44 2.17 1.17
H 3.58 3.39 0.57
H 4.17 1.78 1.00

highest occupied orbital energy: -3.89 eV
spin multiplicity: 1
max |F|: 0.63 eV/A
charge: -1
total energy: -4853.9887 Eh
energy above the lowest of the compared OMol25 structures with the same formula, charge and spin: 0.00 kJ/mol

[3]
DFT (ωB97M-V/def2-TZVPD) results for C4H10N2O2 in the gas phase in a non-equilibrium geometry.

Positions of all 18 atoms, in Å:
C -0.65 0.18 -0.14
C 1.24 -1.51 0.20
C -1.03 -0.03 -1.59
C 0.89 -0.09 0.04
N -0.87 1.53 0.36
N 1.31 0.00 1.54
O -1.46 -0.71 0.63
O 1.69 0.50 -0.80
H -1.53 -0.33 1.51
H -1.77 1.88 0.03
H -0.15 2.14 -0.01
H 0.65 0.46 2.16
H 2.27 0.33 1.59
H 2.29 -1.74 0.12
H 0.51 -2.31 0.21
H -0.88 -1.08 -1.88
H -2.09 0.21 -1.73
H -0.42 0.60 -2.24

highest occupied orbital energy (alpha / beta): -8.20 / -8.20 eV
spin multiplicity: 1
max |F|: 1.81 eV/A
total energy: -418.2836 Eh
energy above the lowest of the compared OMol25 structures with the same formula, charge and spin: 465.56 kJ/mol